A structure of composition C19H24Cl2EuI2N2O4S at a distorted geometry. Source: the Open Molecules 2025 dataset; level of theory: the ωB97M-V functional and the def2-TZVPD basis.

Each line ends with the Mulliken charge.
Cartesian coordinates (Å):
1 C 3.142 -1.510 -0.762  -0.61
2 C 3.543 -0.611 0.399  -0.37
3 O 3.458 0.747 -0.015  -0.48
4 C 3.994 1.683 0.907  -0.97
5 C 2.925 2.340 1.749  -0.12
6 O 2.190 1.361 2.450  -0.36
7 C 1.239 1.923 3.342  -0.95
8 C -0.059 2.286 2.670  -0.25
9 O -0.636 1.093 2.159  -0.18
10 C -2.054 1.160 1.997  -1.08
11 C -2.411 0.111 0.984  -0.38
12 C -2.060 0.261 -0.356  0.53
13 C -1.453 1.546 -0.649  -0.72
14 I -2.847 3.269 -1.115  0.36
15 C -0.197 1.872 -0.693  -1.56
16 C 0.860 0.833 -0.350  0.74
17 I 0.382 3.936 -1.201  0.16
18 C -2.278 -0.809 -1.291  -0.09
19 C -1.861 -0.764 -2.727  -0.40
20 Cl -3.252 -0.597 -3.797  -0.07
21 C -0.859 -1.927 -3.179  0.24
22 C -1.431 -3.064 -3.978  -1.54
23 Cl -0.029 -2.643 -1.734  -0.06
24 C -2.938 -1.955 -0.787  0.48
25 N -3.274 -3.026 -1.494  -0.39
26 S -3.978 -4.076 -0.504  0.21
27 N -3.892 -3.222 0.865  -0.75
28 C -3.315 -2.085 0.561  1.69
29 C -3.028 -1.047 1.467  0.44
30 O -3.326 -1.174 2.750  -0.57
31 H 2.879 -0.917 -1.632  -0.11
32 H 2.296 -2.123 -0.484  0.17
33 H 3.940 -2.193 -1.006  0.45
34 H 2.887 -0.802 1.240  0.27
35 H 4.552 -0.830 0.733  0.62
36 H 4.464 2.461 0.312  0.38
37 H 4.768 1.242 1.524  0.48
38 H 2.270 2.887 1.068  -0.05
39 H 3.412 3.026 2.438  0.63
40 H 1.050 1.201 4.124  0.36
41 H 1.653 2.813 3.809  0.46
42 H 0.159 2.981 1.860  0.01
43 H -0.714 2.752 3.396  0.67
44 H -2.345 2.163 1.707  0.43
45 H -2.550 0.930 2.930  0.58
46 H 1.863 1.097 -0.822  0.34
47 H 0.936 0.657 0.715  0.65
48 H 0.481 -0.116 -0.796  -0.33
49 H -1.349 0.190 -2.793  0.25
50 H -0.042 -1.494 -3.780  0.17
51 H -1.997 -2.723 -4.830  0.48
52 H -0.599 -3.639 -4.368  0.43
53 H -1.997 -3.730 -3.356  0.29
54 H -3.618 -2.078 2.936  0.37
55 Eu 1.047 0.335 -2.593  1.02

Calculated values
<S²> ... 15.778
Energy ... -3772.2790 Eh
Charge ... +2
Multiplicity ... 8
E_LUMO (spin up / spin down) ... -6.955 / -9.069 eV
HOMO energy (spin up / spin down) ... -12.05 / -13.66 eV